Entry 1:
Molecular formula: C2H5IS2
Method: DFT, ωB97M-V with the def2-TZVPD basis set

ORCA input file:
```
! RIJCOSX wB97M-V def2-TZVPD def2/J DEFGRID3
* xyz 0 1
C 1.0791 -0.2110 0.5426
C -0.5089 0.1523 -0.6113
S -1.3430 -1.4008 -0.7114
S -1.5829 1.2732 0.1520
I 2.5821 -1.3220 -0.5040
H 1.4626 0.7555 0.8794
H 0.7600 -0.7322 1.4189
H 0.0886 0.4517 -1.3558
H -1.8392 -1.3054 0.5055
H -0.6985 2.3387 -0.3159
*
```

Output
LUMO energy, eV: 0.3
HOMO level, eV: -8.7
Orbital gap, eV: 9.030
Calculated total energy, eV: -31923.9413

How positive or negative is each atom? The Löwdin charges in e answer that: C -0.664; C -1.111; S 0.662; S 0.668; I 0.680; H -0.002; H -0.015; H -0.030; H -0.150; H -0.039

***

Entry 2:
Molecular formula: C2H5ISi
Method: DFT, ωB97M-V with the def2-TZVPD basis set

ORCA input file:
```
! RIJCOSX wB97M-V def2-TZVPD def2/J DEFGRID3
* xyz 0 1
C -0.4549 1.2723 -0.6705
C 0.8796 0.5324 -0.5112
Si 0.3264 1.4419 1.0768
I -0.3126 -2.9000 2.7229
H -0.6055 2.1659 -1.3962
H -1.2354 0.5180 -0.9356
H 0.7268 -0.4765 -0.8565
H 1.7940 1.0975 -1.0006
H -1.1183 -3.6514 1.5708
*
```

Output
LUMO energy, eV: -0.5
HOMO level, eV: -8.8
Orbital gap, eV: 8.245
Calculated total energy, eV: -18130.1926

How positive or negative is each atom? The Löwdin charges in e answer that: C -0.495; C -0.482; Si 0.758; I 0.365; H 0.064; H 0.046; H 0.029; H 0.075; H -0.359

***

Entry 3:
Molecular formula: C2H5LaO2
Method: DFT, ωB97M-V with the def2-TZVPD basis set

ORCA input file:
```
! RIJCOSX wB97M-V def2-TZVPD def2/J DEFGRID3
* xyz 1 2
C -0.9227 0.0100 -0.3548
C 0.0456 -0.6996 0.5826
O 1.3454 -0.4961 0.1534
La 3.1020 1.1258 0.5277
H -0.8572 -0.4775 -1.3443
H -1.9445 0.0168 0.0495
H -0.1722 -1.7858 0.5559
H -0.1869 -0.3910 1.6225
O -0.4817 1.3573 -0.5008
H 0.0722 1.3402 -1.2918
*
```

Output
LUMO energy (spin up / spin down), eV: -5.4 / -5.6
HOMO level (spin up / spin down), eV: -11.0 / -13.2
Orbital gap (spin up / spin down), eV: 5.585 / 7.609
Expectation value of S²: 0.7508
Calculated total energy, eV: -7099.8852

How positive or negative is each atom? The Löwdin charges in e answer that: C -0.236; C -0.370; O -0.567; La 1.721; H 0.129; H 0.131; H 0.125; H 0.117; O -0.114; H 0.064

***

Entry 4:
Molecular formula: C2H5N
Method: DFT, ωB97M-V with the def2-TZVPD basis set

ORCA input file:
```
! RIJCOSX wB97M-V def2-TZVPD def2/J DEFGRID3
* xyz 0 1
C -0.3123 -0.7425 0.6299
C 0.3421 0.8813 -0.8808
N -0.3879 -0.1206 -0.6716
H -0.3936 -1.8200 0.4972
H -1.1378 -0.3510 1.2141
H 0.5990 -0.4634 1.1526
H 0.2567 1.3888 -1.8389
H 1.0337 1.2274 -0.1026
*
```

Output
LUMO energy, eV: 1.3
HOMO level, eV: -9.7
Orbital gap, eV: 10.995
Calculated total energy, eV: -3644.1570

How positive or negative is each atom? The Löwdin charges in e answer that: C -0.156; C -0.087; N -0.102; H 0.072; H 0.076; H 0.062; H 0.064; H 0.070

***

Entry 5:
Molecular formula: C2H5N2O
Method: DFT, ωB97M-V with the def2-TZVPD basis set

ORCA input file:
```
! RIJCOSX wB97M-V def2-TZVPD def2/J DEFGRID3
* xyz 1 1
C 0.8540 -0.3377 -0.2780
C -3.1550 0.2531 0.5393
N -2.2049 0.1731 -0.0870
N 1.3335 0.6507 0.4754
O -1.1317 0.1127 -0.6258
H 1.0416 -0.2972 -1.2985
H 0.6946 -1.1334 0.4030
H -4.0684 0.1301 1.1276
H 1.6445 1.5709 0.1635
H 1.0047 0.5735 1.4419
*
```

Output
LUMO energy, eV: -4.7
HOMO level, eV: -15.0
Orbital gap, eV: 10.283
Calculated total energy, eV: -7171.7638

How positive or negative is each atom? The Löwdin charges in e answer that: C 0.116; C 0.234; N -0.130; N 0.158; O -0.034; H 0.111; H 0.121; H 0.127; H 0.152; H 0.145

***

Entry 6:
Molecular formula: C2H5N2O
Method: DFT, ωB97M-V with the def2-TZVPD basis set

ORCA input file:
```
! RIJCOSX wB97M-V def2-TZVPD def2/J DEFGRID3
* xyz 1 1
C -0.3015 -0.6936 1.1097
C 0.6747 0.0700 0.3843
N 0.0201 0.4437 -1.8035
N -1.1528 -1.2489 1.6604
O 0.1882 1.0570 -0.5675
H 1.0476 0.7978 1.0723
H 1.6001 -0.6104 0.1774
H -0.9213 0.6070 -2.0134
H 0.5413 0.9410 -2.5110
H -1.6963 -1.3637 2.4913
*
```

Output
LUMO energy, eV: -5.5
HOMO level, eV: -14.7
Orbital gap, eV: 9.207
Calculated total energy, eV: -7171.6093

How positive or negative is each atom? The Löwdin charges in e answer that: C 0.104; C -0.123; N 0.051; N 0.401; O -0.135; H 0.150; H 0.201; H 0.077; H 0.109; H 0.163

***

Entry 7:
Molecular formula: C2H5N2O2
Method: DFT, ωB97M-V with the def2-TZVPD basis set

ORCA input file:
```
! RIJCOSX wB97M-V def2-TZVPD def2/J DEFGRID3
* xyz -1 1
C 0.4088 -0.4474 -0.2536
C -0.5063 0.9162 -0.1195
N 1.6465 -0.5104 0.4013
N 0.0657 2.2334 -0.1203
O -0.0417 2.7659 -1.2802
O 2.4902 0.5372 0.3211
H -0.0760 -1.4173 0.0514
H 0.6623 -0.4362 -1.3025
H -1.2934 0.6237 -0.9346
H -0.8008 0.7515 1.0002
H 1.4137 -0.6851 1.3153
*
```

Output
LUMO energy (spin up / spin down), eV: 4.0 / 4.3
HOMO level (spin up / spin down), eV: -1.5 / -3.2
Orbital gap (spin up / spin down), eV: 5.465 / 7.472
Calculated total energy, eV: -9225.0269

How positive or negative is each atom? The Löwdin charges in e answer that: C -0.261; C -0.269; N -0.267; N -0.165; O -0.238; O -0.254; H 0.110; H 0.082; H 0.114; H 0.101; H 0.047

***

Entry 8:
Molecular formula: C2H5N2O2
Method: DFT, ωB97M-V with the def2-TZVPD basis set

ORCA input file:
```
! RIJCOSX wB97M-V def2-TZVPD def2/J DEFGRID3
* xyz -1 1
C -0.2495 -1.2554 -0.5552
C 0.1966 -0.1312 -0.0353
N 0.2495 1.1558 -0.0911
N -0.8175 2.2049 -0.7483
O -1.1075 3.2648 -0.1092
O 1.5179 -0.5083 1.6556
H -0.0169 -2.1598 -0.0450
H -0.5511 -1.3511 -1.5804
H 1.0264 1.7372 0.2932
H -1.7686 1.6838 -0.7072
H 1.1983 0.3178 1.9581
*
```

Output
LUMO energy (spin up / spin down), eV: 4.3 / 4.3
HOMO level (spin up / spin down), eV: -2.8 / -2.8
Orbital gap (spin up / spin down), eV: 7.086 / 7.085
Calculated total energy, eV: -9224.5020

How positive or negative is each atom? The Löwdin charges in e answer that: C -0.032; C -0.217; N 0.013; N -0.245; O -0.327; O -0.354; H 0.028; H 0.031; H 0.137; H 0.094; H -0.127

***

Entry 9:
Molecular formula: C2H5N2O2S
Method: DFT, ωB97M-V with the def2-TZVPD basis set

ORCA input file:
```
! RIJCOSX wB97M-V def2-TZVPD def2/J DEFGRID3
* xyz -1 1
C 1.2658 -1.0373 1.0137
C -0.1617 -0.7944 0.8483
N 0.3191 -1.8709 0.2552
N -0.0222 0.9650 -2.0375
O -0.2236 2.4648 -0.0086
O -2.1739 1.0889 -0.6510
S -0.7341 1.2903 -0.7124
H 1.8015 -0.3975 0.2697
H 1.8323 -1.4723 1.8213
H -1.0364 -0.8977 1.5945
H -0.3016 0.2652 0.2418
H -0.5652 0.3959 -2.6351
*
```

Output
LUMO energy (spin up / spin down), eV: 3.9 / 3.9
HOMO level (spin up / spin down), eV: -4.0 / -4.0
Orbital gap (spin up / spin down), eV: 7.862 / 7.863
Calculated total energy, eV: -20062.2602

How positive or negative is each atom? The Löwdin charges in e answer that: C -0.233; C -0.394; N -0.005; N -0.223; O -0.400; O -0.404; S 0.449; H 0.085; H 0.064; H 0.150; H -0.052; H -0.037

***

Entry 10:
Molecular formula: C2H5N2O2S
Method: DFT, ωB97M-V with the def2-TZVPD basis set

ORCA input file:
```
! RIJCOSX wB97M-V def2-TZVPD def2/J DEFGRID3
* xyz -1 1
C -0.9419 -0.3197 0.7230
C -0.5933 0.6466 -0.2503
N -0.0375 -0.7900 -0.2330
N 1.5365 -0.8412 0.4730
O 2.6967 1.4316 0.0075
O 3.9703 -0.5755 0.3105
S 2.8178 0.0400 -0.3960
H -0.5059 -0.1120 1.7312
H -1.9930 -0.8068 0.7048
H -1.1713 0.7517 -1.1560
H 0.1303 1.5829 -0.1666
H 1.7595 -1.9275 0.4583
*
```

Output
LUMO energy, eV: 4.0
HOMO level, eV: -3.4
Orbital gap, eV: 7.438
Calculated total energy, eV: -20063.0355

How positive or negative is each atom? The Löwdin charges in e answer that: C -0.338; C -0.195; N -0.087; N -0.215; O -0.559; O -0.582; S 0.481; H 0.107; H 0.115; H 0.068; H 0.124; H 0.081

***

Number 1: maximum force 6.4 eV/Å, molar mass 220.10 g/mol. Number 2: maximum force 2.7 eV/Å, molar mass 184.05 g/mol. Number 3: maximum force 4.4 eV/Å, molar mass 199.97 g/mol. Number 4: maximum force 0.5 eV/Å, molar mass 43.07 g/mol. Number 5: maximum force 5.0 eV/Å, molar mass 73.07 g/mol. Number 6: maximum force 2.5 eV/Å, molar mass 73.07 g/mol. Number 7: maximum force 3.3 eV/Å, molar mass 89.07 g/mol. Number 8: maximum force 3.9 eV/Å, molar mass 89.07 g/mol. Number 9: maximum force 4.9 eV/Å, molar mass 121.14 g/mol. Number 10: maximum force 4.5 eV/Å, molar mass 121.14 g/mol.